1.
Below is one molecule with the formula C24H31NO7, with properties calculated with ωB97M-V with the def2-TZVPD basis set.

The geometry in XYZ format:
```
63
Properties=species:S:1:pos:R:3:forces:R:3:mulliken_charge:R:1
C 0.467576 -3.433690 -7.824035 0.2415 -0.1731 -0.2758 -0.66
H 0.839123 -4.452995 -7.701155 -0.0374 0.0816 -0.0352 0.29
H 1.208277 -2.856686 -8.381346 -0.0706 -0.0612 0.0258 0.29
H -0.487294 -3.434076 -8.343150 0.0373 0.0062 0.0368 0.22
O 0.229869 -2.838610 -6.556485 -0.3497 0.1362 0.1264 -0.25
C 1.288824 -2.734815 -5.746943 0.2519 0.0394 0.2257 0.25
O 2.389469 -3.115935 -6.048782 0.0276 -0.0208 -0.0368 -0.60
C 0.948809 -2.089141 -4.423157 -0.1151 -0.0216 -0.0873 -0.20
H 1.584801 -1.206663 -4.314095 0.0216 -0.0930 -0.0218 0.33
C -0.522691 -1.699238 -4.273043 0.0569 0.1078 0.2435 -0.75
C -0.698658 -1.072307 -2.909403 0.0014 0.2098 -0.7573 0.72
O -0.567341 0.101346 -2.663577 -0.0401 0.0206 0.0439 -0.59
O -0.961573 -1.991656 -1.987803 -0.1004 -0.3946 0.6003 -0.44
C -1.081074 -1.460745 -0.662421 -0.1160 -0.2460 -0.1926 1.47
C 0.231343 -0.769780 -0.303974 0.2515 -0.1300 -0.1890 0.19
O 1.291883 -1.198936 -0.713221 -0.1553 -0.0077 0.1451 -0.75
C 0.120978 0.371253 0.599694 0.3793 0.4296 0.3885 -0.08
C 1.251521 0.894886 1.149471 -0.3503 -0.3859 -0.3009 -0.48
N 1.256911 1.962113 1.969905 -0.1917 0.1743 -0.3644 0.17
C 0.062324 2.595896 2.245997 -0.5522 0.1238 -0.1542 0.78
C -1.094616 2.128446 1.719905 0.1965 0.1473 0.1670 -1.22
C -1.156286 0.974835 0.872842 -0.1082 -0.3160 -0.2866 1.07
C -2.316184 0.514577 0.319804 -0.1020 0.3435 0.3241 -0.83
C -2.356970 -0.591138 -0.581213 0.1353 -0.1060 -0.2287 0.22
O -3.331080 -0.920237 -1.235887 0.1214 -0.0453 0.0946 -0.72
H -3.243618 1.044713 0.476139 -0.1056 0.0563 0.0539 0.48
H -2.018909 2.636911 1.946496 -0.0112 0.1397 0.0483 0.52
C 0.082723 3.808317 3.107289 0.0414 -0.0824 0.0496 -0.50
C 0.664652 5.094908 2.582539 0.0958 0.1077 0.0183 -0.57
C -0.811328 4.970264 2.791586 -0.0993 0.0119 0.0290 -0.73
H -1.263213 5.502738 3.614246 0.0366 -0.0006 0.0983 0.28
H -1.435532 4.911971 1.914280 -0.0162 -0.0750 -0.0963 0.31
H 1.027378 5.105332 1.565721 -0.0216 -0.0747 -0.1100 0.20
H 1.235567 5.717249 3.255736 0.0025 -0.0055 0.0990 0.35
H 0.243610 3.598242 4.159149 0.0181 0.0631 0.0345 0.33
C 2.499033 2.301228 2.633692 0.6261 -0.1657 0.3920 -0.96
H 3.286947 2.383276 1.878003 -0.1062 0.1031 0.0465 0.33
H 2.391121 3.267511 3.123978 0.0120 -0.0684 -0.1344 0.44
C 2.908869 1.237043 3.660909 -0.4774 0.1563 0.1284 -0.66
C 1.851896 1.012746 4.740834 0.2655 -0.0285 0.0746 -0.78
O 0.720255 0.440570 4.133686 0.0348 -0.0658 -0.0698 -0.08
C -0.281751 -0.054296 5.006828 -0.3980 -0.1535 0.1420 0.42
C -1.115677 1.069413 5.624928 0.4007 -0.2142 -0.1298 -1.33
H -1.559356 1.670870 4.835038 -0.0812 0.0792 -0.1042 0.18
H -1.908602 0.643485 6.232639 -0.1071 -0.0094 0.0968 0.47
H -0.505752 1.708479 6.259737 0.0143 0.1078 0.0880 0.37
C -1.155103 -0.981669 4.168181 0.3773 0.1997 0.2159 -1.32
H -1.624847 -0.415225 3.368082 -0.1093 0.0613 -0.1137 0.14
H -1.923251 -1.437265 4.785823 -0.1189 -0.0604 0.0450 0.49
H -0.542100 -1.762774 3.726454 0.0316 -0.1116 -0.0542 0.32
H 0.202558 -0.631100 5.813720 -0.0288 0.0680 -0.1200 0.35
H 2.251862 0.333637 5.510507 -0.0573 0.0947 -0.0468 0.49
H 1.605103 1.966187 5.232868 0.0175 -0.0491 0.0077 0.23
H 3.075888 0.286044 3.154167 0.1112 -0.0447 0.0066 0.36
H 3.840923 1.549258 4.132963 0.0630 -0.0213 -0.0168 0.54
H 2.205504 0.440751 0.922706 0.0871 -0.0191 0.0201 0.62
C -1.269704 -2.649134 0.286401 0.0885 0.1015 -0.3380 -1.69
H -0.412123 -3.313769 0.208890 0.0801 -0.0189 0.0286 0.41
H -2.170025 -3.186669 -0.001323 -0.0832 0.0137 0.0130 0.49
H -1.368920 -2.292951 1.308788 -0.0167 0.0252 0.1123 0.13
H -1.158284 -2.579868 -4.350019 -0.0127 0.0609 -0.0382 0.27
H -0.801410 -0.974199 -5.036637 -0.0456 -0.0324 0.1031 0.34
H 1.239601 -2.783995 -3.631210 0.0588 0.0320 -0.0704 0.28
```
Positions in Å, forces in eV/Å.

Calculated values
**Multiplicity**: 1
**LUMO energy**: 0.2 eV


2.
Below is C24H32AlClN3O4 as an isolated structure in a non-equilibrium geometry, with properties calculated with ωB97M-V with the def2-TZVPD basis set.

The geometry in XYZ format:
```
65
Properties=species:S:1:pos:R:3:forces:R:3:mulliken_charge:R:1
Al -0.147866 0.263648 1.103115 0.4526 -0.0926 -2.2610 -0.72
Cl 0.929517 0.643958 2.949360 -0.1307 -0.0016 0.9074 -0.40
N -0.849375 -1.305029 -0.052285 -1.0034 2.6106 0.3009 1.06
N 0.881210 1.897007 0.185097 -2.7646 -0.7302 0.4755 0.83
C -0.445506 -2.546072 0.260110 2.8154 0.0774 0.1161 0.34
C 2.196490 2.082246 0.170098 1.2159 -1.6752 0.8535 0.33
C -2.125855 -1.524719 -0.849564 1.0541 -0.0237 0.3851 1.66
C -2.603310 -2.861275 -0.295278 1.1902 -0.8342 0.8144 -0.86
C -1.762252 -1.764268 -2.307156 -0.0045 0.0502 -0.5988 -1.42
C -3.179438 -0.456464 -0.709717 -0.3668 0.0839 -0.2249 -1.70
H -0.934905 -2.482552 -2.400354 -0.1412 0.2687 0.1644 0.12
H -1.483861 -0.830105 -2.806671 0.0583 -0.1305 0.0827 0.31
H -2.629064 -2.195786 -2.828440 0.0902 0.1379 -0.0919 0.44
H -3.615823 -0.442665 0.288984 0.0825 0.0190 -0.0503 0.25
H -3.995324 -0.685865 -1.413085 0.1637 0.1732 0.0902 0.51
H -2.795497 0.541742 -0.936901 -0.0420 -0.0923 0.0278 -0.01
C 0.255686 3.205433 -0.221699 0.3597 -0.9381 0.0628 1.28
C 1.451242 4.062809 -0.594848 1.4920 -0.2571 -0.1133 -0.90
C -0.448176 3.852469 0.953069 -0.5767 0.0273 0.3739 -1.56
C -0.606413 3.036387 -1.455736 -0.2281 0.1075 -0.1721 -1.39
H 0.016152 2.642270 -2.274585 -0.3096 0.0043 0.2556 0.42
H -0.968930 4.032286 -1.745463 -0.1768 -0.2026 -0.1015 0.46
H -1.463108 2.378358 -1.275248 0.1231 0.1128 -0.0463 -0.06
H 0.207130 3.825384 1.836940 -0.1403 0.0091 -0.2579 0.35
H -1.404125 3.355828 1.187515 0.5684 0.2908 -0.1089 0.15
H -0.657118 4.902523 0.706383 -0.0772 -0.0832 0.1006 0.50
O 2.603330 3.227690 -0.349075 0.3126 2.7032 -1.2089 -0.38
H 1.567992 4.956690 0.025908 -0.1552 -0.0134 -0.0306 0.27
H 1.499546 4.349000 -1.650359 -0.2356 0.0218 0.0914 0.38
O -1.343955 -3.499209 0.106372 -3.0801 -1.8352 -0.6680 -0.52
H -3.070399 -3.530840 -1.029274 0.0040 0.2897 0.1805 0.35
H -3.223507 -2.778317 0.609370 0.0029 0.1465 -0.1971 0.25
C 0.905558 -2.994741 0.689731 -0.8833 0.2868 -0.2532 -1.37
C 3.324534 1.197426 0.579558 -0.8997 0.5745 0.0403 -1.38
C 3.093147 -0.078751 -0.144049 0.9993 0.2504 -0.3088 0.15
H 3.252219 1.088200 1.671771 0.4506 -0.4581 0.0490 0.20
H 4.260406 1.690581 0.314747 -0.1098 -0.0054 0.0305 0.42
C 2.227149 -0.959917 0.461244 -0.7336 -0.0895 1.2050 -0.99
C 1.891385 -2.179490 -0.085193 0.5272 -0.8072 -0.2685 0.02
H 1.903277 -0.754194 1.492470 0.6235 -0.3822 -0.4501 0.94
C 2.435342 -2.528159 -1.323432 -0.8556 0.0809 0.4312 1.17
C 3.254397 -1.604282 -1.972857 0.4143 0.2506 -0.2690 -1.12
C 2.054755 -3.817843 -1.983618 0.0654 -0.1518 -0.2932 -1.55
C 3.635712 -0.392168 -1.394869 -0.7525 0.0251 0.0753 1.03
H 3.611422 -1.838637 -2.980352 0.0535 -0.0200 0.2669 0.24
C 4.496088 0.591541 -2.127287 0.1749 0.0917 -0.3026 -1.56
H 4.867195 0.148055 -3.056695 0.0463 0.0440 0.1058 0.43
H 5.355899 0.888160 -1.518654 0.0045 0.0326 -0.1054 0.30
H 3.957330 1.511515 -2.400038 0.0333 -0.2055 0.1936 0.21
H 2.199361 -4.653540 -1.291577 -0.0416 -0.0485 -0.1838 0.28
H 2.684986 -3.970783 -2.867008 -0.0932 -0.1429 0.1139 0.46
H 1.004737 -3.838257 -2.316842 0.2169 0.0485 0.1790 0.16
H 0.991221 -4.070142 0.511969 -0.0007 0.0626 -0.0008 0.43
H 0.952527 -2.826119 1.780418 0.7063 -0.0753 0.1580 0.14
O -1.441089 -1.748307 2.830547 -0.8093 1.6279 0.1881 -0.57
C -2.100434 -0.710139 2.807697 0.4014 -0.6249 -0.4496 0.16
C -3.319153 -0.404162 3.662703 -0.1617 -0.5827 0.3741 -0.62
C -3.832725 0.921241 3.161483 -0.3543 0.4023 0.1193 -0.57
C -2.896996 1.307542 2.034140 0.5223 0.0949 -0.5701 0.38
O -3.056141 2.279461 1.294029 0.0379 -1.1462 0.7541 -0.74
N -1.869322 0.376522 1.955075 -0.5812 0.5786 0.3519 0.85
H -4.070237 -1.205647 3.594230 0.3950 0.1166 -0.0103 0.26
H -2.987768 -0.346147 4.702435 -0.0116 -0.1485 -0.0597 0.33
H -4.862617 0.875021 2.791736 0.1730 0.1310 0.0395 0.28
H -3.776649 1.693597 3.939906 -0.1107 -0.0343 -0.3011 0.31
```
Positions in Å, forces in eV/Å.

Calculated values
**Multiplicity**: 1
**LUMO energy (alpha / beta)**: 2.8 / 2.8 eV
**Net charge**: -1


| no. | electronic energy (Eh) |
| --- | --- |
| 1 | -1514.56624 |
| 2 | -2101.71214 |